Molecular formula: C14H53BIInNO13S
Method: DFT, wB97M-V/def2-TZVPD

Each line ends with the Löwdin charge.
CARTESIAN COORDINATES (ANGSTROEM)
C (2.51766, -0.90504, 4.51330)  -0.234
In (1.11309, 0.03928, 3.03236)  0.539
S (-1.24679, 0.26145, 3.94016)  0.266
C (1.12545, -1.20741, 1.10225)  -0.270
C (2.15121, -2.21217, 1.23025)  -0.940
O (3.27847, -2.08532, 0.84716)  -0.066
I (1.66695, -4.09962, 2.20103)  0.745
B (1.94228, 2.10240, 2.42455)  -0.635
N (2.99034, 2.11627, 1.42082)  0.105
O (1.47413, 3.29600, 3.00463)  0.007
H (3.48811, -0.41835, 4.38893)  -0.028
H (2.17699, -0.76238, 5.53377)  -0.043
H (2.61591, -1.97629, 4.32463)  -0.079
H (-1.55890, -0.95831, 4.41608)  -0.290
H (0.13903, -1.59649, 0.86553)  0.032
H (1.43973, -0.55553, 0.29028)  0.056
H (3.26670, 3.05593, 1.14283)  0.056
H (3.79716, 1.57160, 1.70255)  0.061
H (2.09190, 3.60392, 3.67773)  0.077
C (5.50319, -3.26875, 3.39629)  -0.145
O (5.70225, -2.45130, 2.24382)  -0.151
H (6.48390, -3.52360, 3.79859)  0.075
H (4.92627, -2.73334, 4.15494)  0.068
H (4.98058, -4.18695, 3.11897)  0.055
H (4.83259, -2.23223, 1.87252)  0.039
C (7.90277, -0.20410, 4.07792)  -0.184
O (7.33968, -0.28688, 2.78265)  -0.140
H (8.28683, 0.80551, 4.21906)  0.068
H (7.14694, -0.40275, 4.84573)  0.074
H (8.73044, -0.91360, 4.19389)  0.070
H (6.99684, -1.19259, 2.66421)  0.031
C (-1.37770, 1.27898, -0.85306)  -0.147
O (-1.55419, 0.20985, 0.06135)  -0.133
H (-0.47720, 1.08940, -1.43449)  0.086
H (-2.24037, 1.33801, -1.52567)  0.050
H (-1.26219, 2.22228, -0.30831)  0.086
H (-2.34772, 0.38638, 0.57550)  0.060
C (-2.92152, -3.41749, 2.89996)  -0.156
O (-2.38093, -3.25008, 4.20787)  -0.153
H (-3.99693, -3.53008, 2.98267)  0.059
H (-2.70146, -2.53949, 2.28661)  0.070
H (-2.49886, -4.31250, 2.43183)  0.073
H (-1.42918, -3.14660, 4.10588)  0.045
C (-5.34865, -0.80549, 1.16202)  -0.147
O (-5.61024, -1.86262, 2.08002)  -0.131
H (-4.42615, -1.04349, 0.63756)  0.070
H (-6.15801, -0.71372, 0.43206)  0.074
H (-5.22328, 0.14343, 1.69026)  0.080
H (-6.42457, -1.65451, 2.54529)  0.073
C (-3.14709, -0.22520, -4.62955)  -0.139
O (-3.60977, 0.42755, -3.45828)  -0.136
H (-2.78024, -1.20815, -4.34584)  0.063
H (-3.96200, -0.34102, -5.35113)  0.077
H (-2.33092, 0.34618, -5.08435)  0.069
H (-3.92851, 1.29809, -3.72174)  0.047
C (-1.28746, 3.26934, -4.63242)  -0.119
O (-2.50511, 2.91898, -3.96524)  -0.151
H (-1.52177, 3.50737, -5.66885)  0.081
H (-0.83217, 4.14305, -4.15862)  0.084
H (-0.58902, 2.43770, -4.60836)  0.058
H (-2.27692, 2.70960, -3.05333)  0.061
C (0.99027, 2.12726, 7.28046)  -0.167
O (0.86591, 1.23165, 6.19188)  -0.190
H (1.94039, 1.92851, 7.77482)  0.074
H (0.98174, 3.16807, 6.93665)  0.071
H (0.17917, 1.98157, 8.00239)  0.072
H (0.02227, 1.39942, 5.74451)  -0.023
C (-0.56233, -3.21159, -4.07764)  -0.156
O (-1.18350, -3.29965, -5.36193)  -0.140
H (-0.23769, -2.18619, -3.92321)  0.076
H (-1.27539, -3.48091, -3.29514)  0.079
H (0.30672, -3.87122, -4.02064)  0.075
H (-1.46698, -4.20991, -5.47941)  0.067
C (-5.70252, 3.44540, -6.25358)  -0.164
O (-5.11428, 3.60547, -4.97087)  -0.129
H (-6.77536, 3.32734, -6.11913)  0.075
H (-5.51913, 4.32381, -6.88016)  0.072
H (-5.30875, 2.55558, -6.75476)  0.073
H (-4.16243, 3.70600, -5.09087)  0.042
C (0.76224, 1.39609, -7.34457)  -0.151
O (1.09737, 1.78504, -6.01636)  -0.137
H (-0.28335, 1.09749, -7.34931)  0.075
H (0.89817, 2.22953, -8.03975)  0.075
H (1.37332, 0.54981, -7.66731)  0.077
H (2.02254, 2.04628, -6.01315)  0.080

Cartesian forces, eV/Å:
C -0.4 -0.2 -0.6
In 0.5 0.1 0.7
S -0.1 0.0 -0.2
C -0.3 -1.0 -0.3
C -0.3 1.4 -0.8
O 0.8 -0.4 0.3
I -0.4 -0.3 0.3
B -0.2 -0.6 0.0
N -0.3 0.9 0.8
O 0.0 0.0 -0.3
H 0.1 -0.1 0.0
H -0.1 0.1 0.0
H 0.1 0.0 0.0
H 0.2 0.1 0.0
H -0.1 -0.1 0.5
H 0.1 0.3 0.2
H 0.3 -0.1 0.1
H -0.1 -0.4 -0.6
H 0.0 0.1 -0.2
C -0.1 0.2 -0.3
O 0.2 -0.3 0.3
H 0.0 0.0 0.0
H 0.0 -0.1 0.1
H 0.0 0.0 0.1
H 0.0 0.0 -0.2
C -0.2 -0.1 -0.3
O 0.3 -0.1 0.2
H 0.0 0.0 0.0
H 0.1 0.0 0.1
H 0.0 0.0 0.1
H -0.4 0.4 -0.2
C -0.3 0.0 0.4
O 0.0 -0.1 -0.2
H 0.0 -0.1 0.0
H 0.1 0.0 -0.1
H 0.1 0.1 -0.1
H 0.1 0.0 0.2
C 0.4 0.0 0.1
O -0.1 -0.1 0.0
H 0.0 0.1 0.1
H -0.1 0.0 -0.1
H 0.0 0.0 -0.1
H 0.0 0.0 0.0
C -0.1 0.0 0.2
O -0.1 0.0 -0.1
H 0.0 -0.1 0.0
H 0.1 0.1 -0.1
H 0.1 0.0 -0.1
H 0.0 0.0 0.0
C -0.1 0.3 0.2
O -0.2 -0.2 0.1
H 0.0 0.0 0.0
H 0.1 -0.1 -0.1
H 0.0 -0.1 -0.1
H 0.1 0.0 0.0
C -0.1 -0.1 0.4
O 0.2 0.5 -0.3
H -0.1 0.0 0.0
H 0.1 0.0 -0.1
H 0.1 0.0 -0.1
H -0.1 -0.1 0.0
C -0.2 -0.1 -0.3
O 0.1 0.4 0.4
H 0.0 0.0 0.0
H 0.0 0.1 0.1
H 0.1 0.1 0.1
H 0.0 -0.3 -0.1
C -0.2 -0.2 -0.1
O 0.1 0.1 0.0
H 0.0 0.0 -0.1
H 0.1 0.1 0.1
H 0.0 0.1 0.1
H 0.0 0.0 0.0
C 0.3 0.0 0.2
O -0.2 0.0 -0.3
H 0.0 0.0 0.0
H -0.1 0.0 -0.1
H -0.1 0.0 -0.1
H 0.0 -0.1 0.4
C 0.2 0.1 0.1
O 0.0 0.0 -0.2
H 0.0 0.0 0.1
H -0.1 -0.1 -0.1
H -0.1 0.0 -0.1
H 0.0 0.0 0.1

Total charge ... -1
Lowest unoccupied orbital energy ... 1.96 eV
Spin multiplicity ... 1


Molecular formula: C14H56N14O14
Method: DFT, wB97M-V/def2-TZVPD

Each line ends with the Löwdin charge.
CARTESIAN COORDINATES (ANGSTROEM)
C (-3.02946, -2.79955, 2.93609)  -0.118
O (-1.89158, -3.32199, 2.23217)  -0.173
H (-2.59662, -2.02276, 3.56644)  0.049
H (-3.63962, -2.19513, 2.26491)  0.078
H (-3.56594, -3.60372, 3.43968)  0.081
H (-2.09847, -3.36846, 1.29588)  0.006
C (1.94969, -2.18651, -2.36427)  -0.164
O (3.28210, -1.99381, -1.98560)  -0.126
H (1.43380, -2.59332, -1.49452)  0.068
H (1.44968, -1.25469, -2.62846)  0.042
H (1.86788, -2.86329, -3.21478)  0.085
H (3.35450, -1.65971, -1.08853)  0.027
C (4.70189, -0.53805, 0.96244)  -0.069
O (3.28153, -0.54884, 0.54514)  -0.168
H (4.90695, 0.35394, 1.55440)  0.073
H (4.92312, -1.43535, 1.54036)  0.079
H (5.36953, -0.63586, 0.10641)  0.079
H (3.00905, 0.34146, 0.31120)  0.019
C (0.03017, 3.95487, 0.84582)  -0.099
O (-0.66860, 2.96811, 1.64012)  -0.144
H (0.23296, 3.42490, -0.08483)  0.059
H (-0.54330, 4.83333, 0.54993)  0.087
H (0.91865, 4.14700, 1.44731)  0.078
H (0.10382, 2.41310, 1.77020)  0.006
C (1.74524, -3.76442, 1.48246)  -0.123
O (2.77909, -2.92930, 2.07812)  -0.124
H (1.54683, -4.79098, 1.79055)  0.078
H (0.75207, -3.35474, 1.66652)  0.041
H (1.94847, -3.87617, 0.41742)  0.070
H (2.77009, -2.17018, 1.49055)  0.009
C (-2.29763, 1.07920, 3.79541)  -0.131
O (-3.02867, 1.73614, 2.71877)  -0.139
H (-1.42982, 1.62554, 4.16490)  0.072
H (-2.95194, 0.92105, 4.65271)  0.082
H (-1.87836, 0.15817, 3.39042)  0.038
H (-2.34699, 2.07106, 2.13162)  0.014
C (-4.15789, -0.01348, -0.28513)  -0.133
O (-3.99005, 0.56612, -1.57376)  -0.136
H (-5.12047, 0.29407, 0.12345)  0.084
H (-4.08619, -1.09243, -0.42235)  0.068
H (-3.45368, 0.46243, 0.39729)  0.064
H (-3.18932, 0.16703, -1.92184)  0.019
C (-0.58777, -0.63441, -0.53007)  -0.686
O (-1.02138, -1.57793, -1.20822)  -0.016
N (-0.55230, -0.71583, 0.79780)  0.220
N (-0.21908, 0.53375, -0.99626)  0.216
H (-0.33433, 0.02531, 1.44841)  0.065
H (-0.71559, -1.64073, 1.16929)  0.074
H (-0.59584, 0.71061, -1.91651)  0.051
H (0.41985, 1.13447, -0.49525)  0.090
C (-1.05451, 0.44573, -4.37429)  -0.707
O (-0.82512, 1.27168, -3.50167)  -0.022
N (-2.22215, -0.16252, -4.43694)  0.198
N (-0.17423, -0.08313, -5.15470)  0.206
H (-3.02481, 0.24084, -3.97527)  0.113
H (-2.36357, -0.96745, -5.03039)  0.118
H (0.75797, 0.29883, -5.22684)  0.128
H (-0.45135, -0.70466, -5.90103)  0.124
C (3.20131, 2.33211, -1.60172)  -0.668
O (3.00723, 2.03590, -0.43202)  0.002
N (2.71811, 1.57640, -2.57508)  0.202
N (3.83820, 3.40431, -2.04927)  0.193
H (2.81178, 1.87603, -3.53505)  0.112
H (2.52007, 0.60203, -2.39767)  0.095
H (4.08967, 3.54188, -3.01774)  0.124
H (4.42431, 3.77396, -1.31446)  0.128
C (2.23646, 1.65928, 2.62894)  -0.728
O (1.31385, 1.03661, 2.12958)  -0.010
N (3.09078, 2.47918, 2.05040)  0.180
N (2.48837, 1.52285, 3.89867)  0.209
H (2.93799, 2.55794, 1.05514)  0.039
H (3.85752, 2.78922, 2.63012)  0.120
H (3.35974, 1.95051, 4.17783)  0.113
H (2.01560, 0.78865, 4.40615)  0.091
C (-3.44103, -3.90680, -1.13064)  -0.763
O (-2.83959, -4.20336, -0.11551)  0.044
N (-4.65628, -4.14699, -1.30375)  0.174
N (-3.05667, -3.06759, -2.09679)  0.153
H (-4.94035, -3.92195, -2.24649)  0.116
H (-5.23217, -4.60757, -0.61358)  0.138
H (-3.51298, -3.19848, -2.98828)  0.099
H (-2.20525, -2.54473, -1.94915)  0.042
C (0.12569, -1.15748, 5.09831)  -0.863
O (0.43805, -0.14554, 5.66626)  0.034
N (0.27094, -1.36620, 3.86714)  0.219
N (-0.32724, -2.15724, 5.74578)  0.186
H (0.66300, -0.67109, 3.24810)  0.084
H (-0.05318, -2.26843, 3.54928)  0.093
H (-0.52168, -2.02637, 6.72821)  0.129
H (-0.26735, -3.06908, 5.31558)  0.122
C (0.08445, 4.67413, -4.38757)  -0.763
O (0.52104, 5.79829, -4.52662)  0.028
N (-1.06988, 4.32452, -4.91293)  0.151
N (0.49570, 3.72832, -3.55578)  0.168
H (-1.61033, 5.10214, -5.26409)  0.116
H (-1.57601, 3.52390, -4.56229)  0.093
H (1.37336, 3.84680, -3.07022)  0.078
H (-0.00179, 2.85445, -3.46120)  0.042

Cartesian forces, eV/Å:
C 1.3 0.8 -0.8
O 0.2 0.3 0.7
H -0.4 -0.4 0.9
H -0.5 -0.4 -0.2
H -0.1 0.3 0.1
H -0.3 -0.6 -0.5
C -0.5 0.0 1.0
O 1.3 0.0 -1.0
H -0.6 -0.2 -0.3
H -0.2 0.2 -0.1
H 0.2 -0.1 0.1
H -0.4 0.2 0.4
C -1.0 -0.2 -0.4
O 1.8 -1.2 0.5
H 0.1 -0.1 -0.1
H -0.5 0.1 0.3
H -0.1 0.5 -0.3
H 0.0 0.4 -0.1
C -0.4 -1.0 -0.1
O -0.1 1.0 -0.4
H 0.7 0.4 -0.3
H -0.2 0.0 0.7
H 0.2 0.8 -0.7
H -0.3 -1.2 0.7
C -0.3 0.5 -0.4
O -0.9 -1.7 0.0
H 1.3 -0.1 1.0
H -0.1 0.5 -0.4
H -0.2 0.3 -0.2
H 0.1 0.6 0.0
C -0.1 0.3 -1.0
O 0.3 -0.5 1.3
H -0.1 0.5 -0.1
H -0.1 -0.2 -0.3
H -0.3 -0.4 0.3
H 0.2 0.4 -0.2
C -0.1 0.6 0.0
O -0.2 0.2 -0.6
H -0.2 -0.3 -0.4
H 0.1 -0.1 0.7
H 0.4 -0.7 0.2
H 0.2 0.0 0.1
C -0.8 -1.0 1.6
O 0.2 0.4 -0.6
N 0.0 -1.4 1.6
N 0.5 1.2 -1.5
H 0.1 0.0 -0.5
H -0.1 0.1 0.2
H 0.7 0.7 -0.1
H -0.4 0.0 -0.1
C -1.1 -0.2 2.1
O 0.1 1.5 -0.1
N -2.8 -0.8 -0.3
N 3.4 -1.0 -2.9
H 0.1 -0.1 0.0
H -0.1 0.3 0.2
H -0.3 0.0 0.2
H 0.1 0.2 0.2
C -0.8 -1.2 -1.1
O 0.3 0.1 0.3
N -0.8 -1.4 -1.6
N 1.2 1.9 1.1
H 0.0 -0.3 0.2
H -0.2 0.1 0.1
H 0.1 -0.1 0.4
H 0.0 0.7 -0.5
C 0.2 -0.5 1.0
O -1.6 -0.2 -1.9
N 0.1 0.9 -0.8
N 0.9 -0.3 2.7
H 1.0 0.7 -0.1
H -0.1 0.3 -1.0
H -0.5 -0.6 1.0
H 0.0 0.2 0.6
C 3.8 2.0 1.9
O 1.1 -0.3 0.7
N -7.1 -2.6 -1.1
N 1.9 0.7 -1.7
H -1.3 -0.3 0.8
H 0.2 -0.2 -0.5
H 0.6 0.6 0.1
H 0.4 0.0 -0.4
C 1.1 2.4 2.0
O 0.9 3.5 1.3
N 0.5 -1.2 -6.1
N -2.4 -4.7 3.2
H 0.0 -0.2 -0.1
H 0.2 0.4 -0.9
H 0.2 -0.4 -0.3
H -0.4 0.0 0.6
C -0.3 1.4 1.3
O 1.3 0.5 -0.3
N -3.3 -0.5 -2.3
N 2.5 -1.1 1.5
H 0.0 -0.3 -0.1
H 0.1 0.2 -0.1
H -0.3 0.1 -0.1
H 0.2 -0.1 0.0

Total charge ... 0
Lowest unoccupied orbital energy ... -0.18 eV
Spin multiplicity ... 1


Molecular formula: C14H7Cl3IrO7S2
Method: DFT, wB97M-V/def2-TZVPD

Each line ends with the Mulliken spin population.
CARTESIAN COORDINATES (ANGSTROEM)
Ir (0.87226, -0.78437, -0.00262)  0.389
Cl (4.17579, 5.03019, -3.71866)  0.002
C (3.17886, 3.89836, -2.89704)  0.015
C (1.84447, 4.22953, -2.62747)  -0.007
C (1.05409, 3.34004, -1.94853)  0.004
Cl (-0.57424, 3.70295, -1.59458)  0.001
C (1.55068, 2.07108, -1.46359)  0.009
O (0.79623, 1.34864, -0.76449)  0.005
C (2.91100, 1.75027, -1.81854)  0.009
C (3.47154, 0.48287, -1.45186)  -0.010
O (2.97256, -0.39472, -0.74753)  0.017
C (3.69627, 2.67905, -2.51497)  -0.009
H (1.44051, 5.17750, -2.94564)  0.000
H (4.47734, 0.29307, -1.86555)  0.001
H (4.72721, 2.44856, -2.73628)  -0.001
Cl (-5.54644, -2.06430, 3.50486)  0.005
C (-4.01571, -1.55578, 2.93543)  0.028
C (-3.25279, -0.66248, 3.69266)  -0.011
C (-2.05946, -0.22197, 3.20013)  0.027
C (-1.54637, -0.63464, 1.92501)  0.023
O (-0.47408, -0.10191, 1.52778)  0.165
C (-2.33326, -1.59568, 1.20149)  0.012
C (-1.88407, -2.15554, -0.14272)  0.006
O (-1.09094, -1.43283, -0.88684)  -0.013
C (-3.54255, -2.01794, 1.70893)  -0.012
H (-3.60613, -0.33275, 4.65854)  0.000
H (-1.44697, 0.46952, 3.75689)  -0.001
H (-2.80159, -2.42147, -0.71149)  0.009
H (-4.13204, -2.72502, 1.14473)  -0.002
O (0.43130, -4.97346, 0.80699)  0.007
S (0.21259, -3.61549, 0.44321)  -0.015
O (0.58769, -2.61527, 1.43634)  0.037
O (-1.32461, -3.50424, 0.13048)  -0.001
S (1.23089, -3.11180, -1.23507)  0.311

Cartesian forces, eV/Å:
Ir -3.5 0.2 -0.5
Cl 0.2 0.3 -0.2
C 0.3 -0.8 0.3
C -0.1 -0.5 0.3
C 0.4 -0.5 0.3
Cl -0.5 0.2 0.1
C 1.6 0.7 -1.1
O -1.5 -3.1 1.4
C -1.0 -0.3 0.5
C 0.1 1.4 -0.6
O -0.9 -1.4 1.1
C -0.1 0.7 -0.4
H 0.0 0.1 0.0
H -0.1 -0.1 0.2
H 0.1 -0.1 -0.1
Cl -0.6 -0.3 0.2
C 0.7 0.2 -0.4
C -0.6 -0.5 -0.4
C 1.1 -0.1 -0.8
C -3.6 -2.0 0.8
O 4.2 1.3 -2.4
C 0.9 1.0 0.1
C -1.3 0.0 1.5
O 2.7 1.8 0.0
C -0.3 0.1 0.7
H 0.0 0.1 0.0
H 0.0 0.1 0.1
H 0.5 0.2 0.0
H -0.1 -0.1 0.0
O 0.0 0.3 -0.1
S -0.6 -2.2 -1.1
O 0.7 2.2 -0.3
O 1.0 -0.5 0.1
S 0.0 1.4 0.8

Total charge ... 0
Lowest unoccupied orbital energy (spin up / spin down) ... -3.04 / -3.49 eV
Spin multiplicity ... 2


no.,largest force on an atom (eV/Å)
1,1.60
2,7.68
3,5.02